# 1
Formula: C32H31F9N6O3Sc
Source: the OMol25 dataset
Level of theory: the ωB97M-V functional and the def2-TZVPD basis

Cartesian coordinates (Å):
Sc (0.2273, -0.3119, -0.0221)
C (0.4951, 2.7021, -3.0466)
C (-0.9550, 2.2980, -3.3023)
C (-1.4509, 1.0919, -2.4948)
N (-1.1927, 1.1773, -1.0618)
C (-1.9204, 1.9881, -0.3377)
C (-3.0119, 2.7467, -0.8542)
C (-3.7746, 3.7637, -0.3180)
C (-3.6928, 4.4093, 0.9090)
C (-2.8296, 4.0533, 1.9336)
C (-1.9461, 2.9957, 2.0324)
C (-1.5894, 1.9603, 1.1219)
N (-0.8875, 0.9157, 1.4765)
C (-0.6024, 0.6826, 2.8801)
C (0.7320, 1.2957, 3.3012)
C (1.8864, 0.5602, 2.6293)
N (1.8942, 0.6737, 1.1797)
C (2.7775, 1.4268, 0.5918)
C (3.5400, 2.4208, 1.2819)
C (4.6566, 3.1402, 0.9261)
C (5.4195, 3.0916, -0.2360)
C (5.1091, 2.3366, -1.3516)
C (3.9966, 1.5616, -1.6405)
C (2.8483, 1.2122, -0.8852)
N (1.8161, 0.5725, -1.3925)
C (1.7451, 0.4338, -2.8443)
C (1.5662, 1.7598, -3.5956)
H (0.6507, 2.8381, -1.9733)
H (0.6501, 3.6822, -3.5076)
H (-1.0857, 2.0671, -4.3661)
H (-1.5885, 3.1621, -3.0890)
H (-0.9681, 0.1898, -2.8583)
H (-2.5205, 0.9476, -2.6884)
H (-3.2935, 2.4862, -1.8640)
H (-4.5424, 4.1409, -0.9881)
H (-4.3548, 5.2497, 1.0781)
H (-2.8679, 4.6848, 2.8169)
H (-1.4250, 2.9539, 2.9785)
H (-0.5429, -0.4007, 3.0258)
H (-1.4174, 1.0401, 3.5161)
H (0.8455, 1.2045, 4.3862)
H (0.7539, 2.3596, 3.0462)
H (1.7713, -0.4989, 2.8535)
H (2.8425, 0.8643, 3.0618)
H (3.1534, 2.6605, 2.2639)
H (5.0050, 3.8343, 1.6861)
H (6.3198, 3.6930, -0.2711)
H (5.8357, 2.3802, -2.1585)
H (4.0255, 1.1224, -2.6278)
H (0.9163, -0.2298, -3.0665)
H (2.6342, -0.0795, -3.2294)
H (1.3501, 1.5277, -4.6447)
H (2.5085, 2.3124, -3.5851)
O (-0.1552, -1.6184, -1.7584)
N (-1.0962, -2.4732, -1.7429)
N (-1.8233, -2.3873, -0.7013)
O (-1.6169, -1.4882, 0.2196)
C (-2.9475, -3.2592, -0.5695)
C (-3.2435, -4.2056, -1.5439)
C (-4.3415, -5.0289, -1.3693)
C (-5.1383, -4.9162, -0.2355)
C (-4.8254, -3.9707, 0.7290)
C (-3.7275, -3.1377, 0.5682)
H (-2.6129, -4.2879, -2.4166)
H (-4.5757, -5.7685, -2.1244)
H (-5.9954, -5.5647, -0.1060)
H (-5.4366, -3.8789, 1.6176)
H (-3.4556, -2.3945, 1.3031)
F (1.1586, -2.6936, 3.6721)
C (0.6297, -3.4257, 2.6728)
F (-0.6451, -3.0593, 2.5578)
F (0.6450, -4.7079, 3.0761)
C (1.4112, -3.1843, 1.3347)
O (1.1037, -2.0190, 0.7901)
C (1.0647, -4.3705, 0.3624)
F (1.3958, -4.0652, -0.8866)
F (-0.2549, -4.6320, 0.3738)
F (1.6910, -5.5201, 0.6819)
C (2.9537, -3.2621, 1.6414)
F (3.2868, -4.2491, 2.4936)
F (3.6471, -3.4601, 0.5111)
F (3.3921, -2.1219, 2.1737)

HOMO-LUMO gap in Ha: 0.2502
Net charge: -1
HOMO level in eV: -4.1819



# 2
Formula: C5H7F4N4
Source: the OMol25 dataset
Level of theory: the ωB97M-V functional and the def2-TZVPD basis

Cartesian coordinates (Å):
C (-1.2577, -0.1975, -2.7942)
C (-0.5988, -0.5237, -1.6384)
C (-0.0196, 0.4441, -0.9492)
C (1.6758, 0.7502, 2.7949)
C (-0.6747, -1.8786, -1.1232)
N (0.5310, 1.2277, -0.2865)
N (0.5525, 1.1879, 2.2374)
N (1.8925, -0.0176, 3.8120)
N (-1.5403, 0.9488, -3.3803)
F (0.4944, -2.4629, -0.9279)
F (-1.2178, -1.6492, 0.1019)
F (-1.3316, -2.8354, -1.8586)
F (-0.5779, 0.8327, 2.8098)
H (-1.6516, -1.0386, -3.2513)
H (2.6120, 1.0248, 2.1878)
H (0.4176, 1.4700, 0.9146)
H (2.7185, 0.1625, 4.3584)
H (1.1246, -0.3181, 4.3861)
H (-1.1477, 1.8066, -3.0510)
H (-2.0014, 1.0664, -4.3423)

HOMO-LUMO gap in Ha: 0.3654
Net charge: +1
HOMO level in eV: -13.4851



# 3
Formula: C2H3BrFI
Source: the OMol25 dataset
Level of theory: the ωB97M-V functional and the def2-TZVPD basis

Cartesian coordinates (Å):
C (-0.7823, 0.2152, -0.3968)
C (0.2832, -0.3430, 0.5620)
F (-0.4402, 0.1683, -1.7197)
Br (0.5305, -2.1152, 0.4305)
I (2.7059, 1.1085, 0.1988)
H (-0.9081, 1.2765, -0.2644)
H (-1.6250, -0.4345, -0.3548)
H (0.2360, 0.1243, 1.5445)

HOMO-LUMO gap (spin up / spin down) in Ha: 0.2763 / 0.2629
HOMO level (spin up / spin down) in eV: -9.3950 / -9.3083